C3H6N | ωB97M-V with the def2-TZVPD basis set

Last columns: bonded neighbours and bond lengths (Å).
Element x y z (Å)
1 N 0.214 -1.009 -0.040  C3 1.310, C4 1.484, H8 1.038
2 C 0.070 1.415 -0.593  C4 1.347, H9 1.068, H10 1.186
3 C -0.628 -0.938 0.960  N1 1.310, H5 1.081, H6 1.121
4 C 0.538 0.182 -0.864  N1 1.484, C2 1.347, H7 1.055
5 H -1.039 -1.809 1.452  C3 1.081
6 H -1.008 0.082 1.228  C3 1.121
7 H 1.240 -0.044 -1.618  C4 1.055
8 H 0.885 -1.788 0.099  N1 1.038
9 H 0.715 2.263 -0.517  C2 1.068
10 H -0.987 1.646 -0.107  C2 1.186

Values from the calculation:
* highest occupied orbital energy: -0.546 Ha
* charge: +1
* orbital gap: 8.540 eV
* calculated total energy: -172.29241 a.u.
* relative energy (zero: lowest compared OMol25 entry of this formula, charge and spin): 1.801 eV